# 1
Density functional theory data (the ωB97M-V functional and the def2-TZVPD basis) for a structure of composition C26H36AsF6KN8O4 at a distorted geometry.

XYZ file:
```
82
Properties=species:S:1:pos:R:3:forces:R:3:lowdin_charge:R:1
K -3.629 -4.403 -5.236 0.137 0.220 0.364 0.9770
As -2.010 -1.362 -0.605 0.325 -1.919 -0.680 0.9009
F -0.712 -2.675 -0.541 -1.750 1.068 0.138 -0.3425
F -2.793 -2.001 0.897 0.459 0.542 -1.947 -0.3038
F -3.195 -0.032 -0.801 0.922 -1.480 0.132 -0.2991
F -1.134 -0.856 -2.102 -1.191 -0.142 1.217 -0.3183
F -3.055 -2.499 -1.633 0.922 1.236 0.946 -0.3630
F -1.032 -0.405 0.412 0.176 0.464 -0.131 -0.2500
C -2.807 4.934 0.420 -1.252 0.179 0.909 0.0330
N -1.745 4.646 -0.539 2.149 -1.121 1.343 -0.4722
O -0.620 4.518 -0.086 0.241 0.455 0.814 0.0468
O -1.964 4.435 -1.684 -1.673 0.210 -2.047 0.0865
H -2.437 4.947 1.445 0.469 0.344 -0.407 0.0971
H -3.542 4.129 0.431 0.047 0.003 -0.634 0.1041
H -3.288 5.872 0.143 0.064 -0.125 0.004 0.1032
C 4.018 0.260 3.395 -0.701 -0.538 -0.368 0.0450
N 5.014 0.669 2.356 3.101 -2.809 2.040 -0.4536
O 5.973 -0.125 2.182 -1.854 0.542 0.176 0.0101
O 4.982 1.729 1.863 -1.004 2.659 -1.343 0.1026
H 4.501 -0.354 4.155 0.090 0.053 -0.414 0.0964
H 3.308 -0.324 2.810 -0.114 -0.220 0.329 0.1007
H 3.471 1.079 3.861 0.432 0.303 -0.436 0.0943
N 0.544 3.500 7.420 -0.702 -0.956 0.287 -0.0011
C 0.073 2.256 7.111 -0.713 -0.942 -2.892 -0.1095
C -0.280 2.262 5.682 1.275 -1.057 3.960 -0.0826
C 0.080 3.522 5.254 -1.004 0.420 -1.599 -0.1581
C 0.447 4.265 6.318 1.546 2.082 -0.091 -0.1818
H 0.873 3.813 8.323 -0.200 -0.152 -0.259 0.1523
H 0.109 1.402 7.771 -0.106 0.313 0.185 0.0919
H -0.619 1.418 5.100 0.007 0.066 0.172 0.0862
H 0.008 3.851 4.228 -0.026 0.258 0.119 0.0957
H 0.789 5.289 6.325 -0.060 -0.047 0.089 0.1087
N 4.795 -3.636 -1.912 0.070 0.319 1.409 -0.0187
C 5.878 -4.391 -1.521 -0.606 -1.362 -3.359 -0.0938
C 5.893 -5.468 -2.493 0.100 0.973 1.883 -0.1010
C 4.722 -5.376 -3.317 0.468 0.871 1.374 -0.1143
C 4.071 -4.244 -2.867 -0.331 -0.169 -1.382 -0.1790
H 4.574 -2.738 -1.505 -0.136 -0.253 -0.021 0.1480
H 6.557 -4.009 -0.773 0.036 -0.333 -0.153 0.0992
H 6.652 -6.236 -2.489 -0.110 -0.030 -0.125 0.0724
H 4.319 -5.991 -4.108 0.412 -0.194 0.152 0.0826
H 3.158 -3.832 -3.269 0.088 0.224 0.241 0.1048
N -2.282 2.521 -6.402 -3.257 0.279 1.544 -0.0242
C -2.796 3.361 -7.337 -0.363 -0.711 -1.346 -0.1356
C -1.773 3.615 -8.240 -1.225 0.332 0.684 -0.1034
C -0.650 3.053 -7.642 2.806 -0.193 -1.016 -0.1418
C -0.984 2.355 -6.526 1.043 -0.594 0.338 -0.1531
H -2.864 2.125 -5.677 0.318 0.155 0.020 0.1532
H -3.867 3.491 -7.390 0.121 0.198 -0.046 0.1015
H -1.863 4.048 -9.225 0.115 0.352 0.314 0.0919
H 0.367 3.159 -7.988 -0.039 -0.126 -0.183 0.0930
H -0.497 1.717 -5.804 0.493 0.310 -0.259 0.1200
N -7.447 -0.707 0.759 -1.032 -0.434 -0.855 0.0200
C -8.350 -1.408 -0.020 -0.659 -0.079 1.051 -0.1154
C -9.638 -1.238 0.570 2.062 -0.835 -2.586 -0.1016
C -9.448 -0.345 1.614 -2.956 -0.184 0.596 -0.1596
C -8.162 -0.070 1.716 2.934 1.791 1.272 -0.1830
H -6.465 -0.596 0.550 -0.207 -0.050 0.199 0.1505
H -7.922 -1.991 -0.822 -0.522 -0.101 -0.066 0.0912
H -10.564 -1.625 0.173 0.114 -0.053 0.129 0.0840
H -10.269 0.050 2.194 0.289 0.072 0.234 0.1005
H -7.680 0.624 2.389 0.059 -0.139 0.020 0.1134
N 0.877 -4.849 2.738 -0.294 0.139 0.245 -0.0117
C 2.156 -5.063 3.192 -1.451 -0.585 -0.244 -0.1164
C 1.954 -5.457 4.496 4.091 0.081 1.909 -0.1967
C 0.692 -5.359 4.951 -4.878 0.659 -3.641 -0.1019
C -0.045 -5.011 3.737 1.092 -0.464 1.103 -0.1004
H 0.674 -4.566 1.790 -0.231 -0.025 0.207 0.1441
H 2.941 -5.097 2.451 0.263 0.107 0.559 0.1035
H 2.663 -5.661 5.284 0.906 -0.206 -0.594 0.0916
H 0.194 -5.625 5.872 0.474 0.085 0.036 0.0886
H -1.088 -5.005 3.457 -0.002 0.295 0.368 0.0971
N 3.136 2.398 -2.096 2.214 -1.886 -0.342 0.0071
C 3.662 1.126 -2.512 -0.839 0.923 -0.182 -0.1060
C 4.954 1.295 -3.102 -3.062 -0.602 1.461 -0.1176
C 5.225 2.607 -2.862 -0.445 4.316 0.813 -0.1528
C 4.121 3.311 -2.244 2.065 -1.520 -1.106 -0.1263
H 2.310 2.614 -1.556 -0.022 -0.640 -0.153 0.1431
H 3.009 0.300 -2.276 0.229 -0.255 -0.519 0.0822
H 5.611 0.657 -3.674 -0.367 -0.440 0.401 0.0923
H 6.140 3.107 -3.145 -0.004 0.068 0.010 0.0819
H 4.020 4.297 -1.815 0.160 0.004 -0.367 0.0998
```
Forces are in eV/Å.

Calculated values
2S+1 = 1
HOMO = -0.2643 Eh
Electronic energy = -141117.6179 eV
Charge = 0
Orbital gap = 4.67 eV

# 2
Density functional theory data (the ωB97M-V functional and the def2-TZVPD basis) for a structure of composition C26H36B2MnO34 at a distorted geometry.

XYZ file:
```
99
Properties=species:S:1:pos:R:3:forces:R:3:mulliken_spin:R:1
Mn -0.309 0.080 -0.367 -0.003 0.579 -0.260 4.7036
O 1.490 6.837 4.457 -2.271 -1.900 -3.303 0.0000
C 0.790 6.335 3.544 2.215 2.613 2.921 0.0000
O 0.167 5.194 3.582 -0.927 -1.491 -0.746 0.0000
B -0.583 4.997 2.284 -0.432 1.299 1.122 -0.0003
O -0.437 6.243 1.551 0.424 0.121 -0.018 0.0005
C 0.410 7.011 2.207 1.659 3.975 -0.311 0.0001
O 0.821 8.131 1.876 -1.200 -3.166 0.510 0.0000
O -2.036 4.728 2.458 -0.038 -1.517 -0.864 0.0006
C -2.330 3.641 1.726 -2.830 -0.115 1.384 0.0015
O -3.434 3.124 1.579 2.023 1.016 0.073 0.0000
C -1.052 3.064 1.200 2.352 -1.443 -2.534 -0.0014
O -0.071 3.902 1.507 -0.101 -1.838 -0.259 0.0128
O -0.885 2.052 0.499 -0.988 2.643 2.245 -0.0145
O -1.348 -2.261 -0.541 0.215 -5.365 -0.486 -0.0011
C -1.327 -3.514 -0.699 0.260 3.997 0.038 -0.0006
O -0.249 -4.327 -0.575 -0.656 -0.890 -0.578 0.0094
B -0.668 -5.759 -0.938 -2.949 2.815 -0.153 -0.0269
O -2.139 -5.657 -1.042 0.505 0.062 -0.705 0.0092
C -2.568 -4.378 -1.108 -0.479 0.233 1.112 0.0031
O -3.693 -3.983 -1.262 1.648 -0.624 -0.159 0.0004
O -0.071 -6.279 -2.245 0.993 -1.753 2.338 0.1026
C 0.676 -7.330 -1.919 2.661 0.828 -4.265 -0.0073
O 1.540 -7.880 -2.584 -2.731 1.002 1.840 0.3412
C 0.555 -7.592 -0.355 1.390 -1.884 5.364 -0.0380
O -0.370 -6.737 0.121 3.072 -2.254 -1.360 0.0992
O 1.325 -8.396 0.256 -3.895 3.663 -2.927 0.4965
C 4.149 3.152 2.057 -0.644 -0.028 0.903 0.0001
O 3.300 2.180 1.424 -0.771 -1.812 -0.430 -0.0014
C 2.223 1.568 2.017 -0.979 0.736 -2.314 0.0020
O 1.509 0.770 1.373 2.400 1.876 2.184 0.0180
O 1.959 2.117 3.196 1.268 -0.141 0.072 -0.0001
C 0.815 1.719 3.888 -1.927 -0.747 0.686 -0.0015
H 5.010 3.405 1.438 -0.470 -0.295 -0.484 0.0000
H 4.555 2.731 2.976 -0.226 0.242 0.169 0.0000
H 3.516 4.023 2.229 0.420 0.158 0.327 0.0001
H -0.019 1.664 3.188 0.010 -0.091 0.091 0.0042
H 0.537 2.355 4.728 0.572 0.950 -0.565 -0.0001
H 0.884 0.776 4.430 0.576 -0.567 -0.607 -0.0001
C -2.252 -1.726 -4.199 -1.122 1.399 1.023 -0.0001
O -0.874 -1.515 -4.488 0.411 -1.367 -0.612 0.0008
C -0.082 -0.903 -3.632 1.066 0.535 0.323 0.0072
O -0.357 -0.512 -2.511 -0.254 -0.765 -1.608 -0.0247
O 1.150 -0.710 -4.140 -0.160 0.319 1.568 0.0008
C 1.599 -1.099 -5.448 -1.357 0.422 0.382 0.0002
H -2.800 -2.440 -4.814 0.967 0.109 -0.662 0.0001
H -2.644 -0.717 -4.326 -0.780 -0.261 -0.023 -0.0001
H -2.489 -2.030 -3.179 0.658 0.116 0.272 0.0003
H 1.692 -2.185 -5.464 0.150 0.147 -0.377 0.0001
H 2.527 -0.552 -5.610 -0.059 -0.339 0.050 0.0001
H 0.817 -0.714 -6.103 0.362 -0.458 -0.621 0.0000
C -0.290 -3.396 3.347 -0.306 -3.003 1.010 -0.0005
O -0.235 -2.454 2.348 -1.346 3.881 -1.147 0.0095
C -0.992 -1.300 2.451 1.277 1.977 -0.186 0.0189
O -0.935 -0.332 1.632 -0.634 -4.209 3.087 -0.0142
O -1.634 -1.240 3.642 1.695 -1.261 -1.019 0.0029
C -2.390 -0.084 3.899 -1.483 1.078 -0.916 0.0028
H 0.247 -4.236 2.905 -0.023 -0.164 0.069 0.0001
H -1.296 -3.755 3.561 -0.171 0.209 -0.191 0.0002
H 0.172 -3.263 4.325 0.231 1.156 -0.197 0.0002
H -3.071 -0.185 4.745 0.341 -0.737 0.007 0.0003
H -2.984 -0.004 2.988 -0.285 0.934 0.207 -0.0016
H -1.809 0.818 4.090 0.301 -0.237 -0.304 -0.0003
C 2.865 -4.024 -2.177 -1.336 -1.393 0.652 -0.0005
O 2.192 -2.801 -1.922 -0.553 1.950 -0.251 0.0040
C 2.129 -2.185 -0.752 0.602 0.297 2.030 0.0058
O 1.373 -1.233 -0.474 2.754 -3.213 -0.925 0.0232
O 3.067 -2.744 0.161 -2.150 1.418 -2.833 0.0026
C 3.061 -2.105 1.419 -0.304 -0.550 1.472 -0.0004
H 3.954 -4.049 -2.137 -0.257 0.378 0.253 0.0003
H 2.472 -4.429 -3.109 0.377 0.759 -0.481 -0.0005
H 2.345 -4.696 -1.494 0.961 -0.483 0.572 -0.0004
H 3.683 -2.750 2.040 0.299 0.321 -0.034 0.0000
H 2.062 -2.176 1.852 -0.043 0.351 -0.114 0.0002
H 3.395 -1.068 1.423 0.056 -0.174 -0.325 -0.0012
C -4.056 1.845 -2.645 1.301 0.041 0.994 -0.0014
O -4.368 1.219 -1.363 -2.016 1.124 -1.806 0.0026
C -3.580 0.600 -0.577 1.819 -2.075 0.740 0.0204
O -2.387 0.277 -0.802 -3.187 0.933 0.332 0.0903
O -4.266 0.133 0.488 0.734 0.641 0.724 0.0019
C -5.559 0.667 0.932 -0.927 -0.268 -0.809 0.0001
H -3.227 1.314 -3.111 0.084 0.131 0.123 0.0001
H -3.766 2.847 -2.329 0.071 0.076 -0.659 0.0000
H -4.898 1.861 -3.337 -0.271 -0.232 0.702 0.0000
H -5.903 0.117 1.809 0.771 -0.199 0.018 0.0001
H -6.336 0.477 0.191 0.273 -0.200 -0.353 0.0000
H -5.668 1.728 1.154 1.132 0.064 -0.087 0.0002
C 1.801 5.125 -0.960 -0.233 -0.633 -0.258 0.0002
O 0.947 3.991 -1.228 0.172 -3.363 0.162 0.0032
C 1.460 2.702 -1.436 -2.775 1.005 -0.957 0.0489
O 0.745 1.683 -1.517 1.687 2.304 0.441 0.0836
O 2.701 2.767 -1.800 1.332 -0.063 0.356 0.0021
C 3.375 1.626 -2.322 0.599 -0.793 -0.533 -0.0007
H 2.238 5.025 0.034 -0.018 0.096 -0.031 0.0001
H 1.078 5.940 -0.997 0.483 0.162 0.043 0.0001
H 2.577 5.169 -1.724 -0.085 0.340 0.110 -0.0001
H 4.451 1.764 -2.218 -0.173 0.470 0.198 0.0000
H 3.174 1.541 -3.390 -0.245 0.069 0.045 -0.0001
H 3.154 0.666 -1.857 -0.561 0.336 0.302 0.0008
```
Forces are in eV/Å.

Calculated values
2S+1 = 7
HOMO (spin up / spin down) = -0.4009 / -0.4009 Eh
Electronic energy = -129833.9186 eV
Charge = +1
⟨S²⟩ = 12.01
Orbital gap (spin up / spin down) = 5.57 / 1.64 eV

# 3
Density functional theory data (the ωB97M-V functional and the def2-TZVPD basis) for a structure of composition C26H36BrN3O2Pt.

XYZ file:
```
69
Properties=species:S:1:pos:R:3:forces:R:3:mulliken_spin:R:1
Pt -0.298 -1.106 -0.666 -0.129 -0.420 0.111 1.4964
C -0.368 0.354 1.634 0.195 0.059 0.087 0.2241
C 0.919 -0.070 1.086 0.139 0.333 0.188 0.6702
C 1.444 1.133 0.402 -0.069 -0.080 -0.151 0.0418
C 0.499 2.164 0.614 -0.052 -0.062 0.069 0.3661
C -0.606 1.718 1.379 0.027 -0.021 -0.007 0.0527
C -1.718 2.562 1.899 0.060 -0.039 0.031 0.1197
C -2.244 3.488 0.792 -0.035 -0.023 -0.045 0.0382
C -2.855 1.719 2.477 0.051 0.078 0.047 0.0188
C -1.082 3.416 3.026 -0.081 0.033 -0.018 0.0648
C 2.664 1.388 -0.468 -0.022 0.040 0.068 0.1026
C 4.003 1.177 0.257 -0.019 0.028 0.027 0.0272
C 2.588 0.478 -1.704 -0.007 0.018 -0.027 0.0985
C 2.654 2.839 -0.969 0.051 0.024 -0.061 0.0131
C 1.652 -1.236 1.766 -0.077 -0.020 -0.138 0.0296
C 2.481 -0.620 2.913 -0.010 -0.007 0.025 0.0575
C 2.549 -2.060 0.835 -0.042 -0.038 -0.048 0.0501
C 0.641 -2.192 2.417 -0.025 -0.053 -0.008 0.0318
H -1.029 -0.262 2.221 -0.001 -0.075 -0.040 -0.0177
H 0.615 3.171 0.253 -0.027 0.020 0.001 -0.0153
H -2.687 2.916 -0.024 -0.011 -0.011 -0.002 -0.0085
H -1.469 4.144 0.395 0.030 0.008 -0.003 -0.0014
H -3.022 4.123 1.211 -0.006 0.023 0.015 0.0032
H -3.235 1.000 1.754 -0.021 -0.026 -0.089 -0.0058
H -3.675 2.379 2.754 -0.014 -0.009 0.029 -0.0004
H -2.544 1.196 3.383 0.008 -0.043 0.005 -0.0010
H -0.297 4.070 2.647 0.017 0.015 -0.019 -0.0035
H -0.669 2.791 3.817 0.006 -0.013 0.018 -0.0015
H -1.864 4.040 3.460 0.002 0.020 0.009 0.0068
H 4.186 0.146 0.535 0.014 -0.009 0.050 -0.0001
H 4.082 1.803 1.146 -0.022 0.016 0.018 0.0050
H 4.799 1.474 -0.425 0.020 -0.001 0.007 -0.0006
H 2.684 -0.573 -1.451 -0.015 -0.104 0.045 0.0008
H 3.401 0.735 -2.384 0.021 -0.024 0.014 -0.0039
H 1.652 0.634 -2.248 0.004 0.009 0.022 0.0006
H 2.725 3.558 -0.153 0.016 0.016 0.025 0.0004
H 1.769 3.064 -1.567 -0.002 0.006 -0.027 -0.0036
H 3.523 2.990 -1.607 -0.004 0.004 -0.011 -0.0001
H 3.270 0.037 2.562 0.051 0.048 -0.070 -0.0078
H 2.939 -1.432 3.479 0.024 -0.008 -0.002 0.0046
H 1.841 -0.061 3.597 -0.014 0.020 0.015 0.0027
H 3.420 -1.517 0.488 0.003 0.002 -0.059 0.0136
H 2.010 -2.433 -0.047 -0.039 0.028 0.051 -0.0317
H 2.905 -2.936 1.377 0.033 0.016 0.014 0.0008
H 0.083 -1.717 3.223 -0.004 -0.017 0.024 -0.0057
H 1.187 -3.025 2.859 -0.002 -0.007 0.002 0.0008
H -0.067 -2.614 1.700 0.001 -0.005 0.000 -0.0114
Br 1.185 -2.119 -3.648 -0.015 -0.016 0.069 0.0147
C -0.411 -1.137 -3.759 -0.052 0.004 -0.038 0.0141
C -0.967 -0.864 -4.998 -0.019 0.033 0.025 0.0047
C -2.154 -0.151 -5.044 0.049 -0.041 -0.003 -0.0015
C -2.759 0.250 -3.861 -0.067 0.046 0.119 0.0034
C -2.155 -0.070 -2.665 -0.003 0.001 0.032 -0.0083
N -0.986 -0.742 -2.624 0.041 0.216 -0.242 0.1514
C -2.798 0.270 -1.329 0.102 -0.116 0.207 0.0004
O -3.760 0.989 -1.269 0.013 -0.017 -0.166 0.0319
O -2.239 -0.303 -0.284 -0.077 0.160 -0.165 0.2035
H -0.476 -1.206 -5.896 0.014 -0.004 -0.001 0.0024
H -2.606 0.077 -6.000 -0.016 0.016 -0.010 0.0000
H -3.693 0.795 -3.836 0.002 -0.004 -0.003 0.0019
N -2.579 -4.600 -0.274 0.007 0.035 -0.025 0.0051
C -1.525 -5.219 -0.900 0.035 -0.018 0.011 0.0023
C -0.601 -4.252 -1.120 0.115 0.011 0.043 0.0033
N -1.091 -3.057 -0.629 -0.122 -0.100 -0.034 0.1420
C -2.294 -3.303 -0.129 -0.065 0.044 0.017 -0.0042
H -3.437 -5.042 0.019 0.005 0.003 0.006 0.0021
H -1.524 -6.269 -1.125 0.005 -0.026 -0.012 0.0015
H 0.368 -4.330 -1.579 0.018 0.002 -0.029 0.0033
H -2.952 -2.572 0.308 0.006 0.020 0.007 0.0037
```
Forces are in eV/Å.

Calculated values
2S+1 = 5
HOMO (spin up / spin down) = -0.5469 / -0.5678 Eh
Electronic energy = -109383.3264 eV
Energy relative to the best compared isomer or geometry (same formula, charge and spin) = 0.00 kcal/mol
Charge = +2
⟨S²⟩ = 6.01
Orbital gap (spin up / spin down) = 8.97 / 6.12 eV

Question: What is the formula in the third record?
Answer: C26H36BrN3O2Pt

Question: Number 1 is which compound?
Answer: C26H36AsF6KN8O4

Question: Which of these has the highest 2S+1?
Answer: C26H36B2MnO34

Question: What is the formula in the third record?
Answer: C26H36BrN3O2Pt